Below is a 3-piece molecular cluster, C24H55BFO7S overall in a non-equilibrium geometry, with properties calculated with ωB97M-V with the def2-TZVPD basis set.

Properties
Calculated total energy ... -54333.505 eV
E_HOMO ... -11.255 eV

Geometry as ORCA input:
```
! RIJCOSX wB97M-V def2-TZVPD def2/J DEFGRID3
* xyz 1 1
C -1.5982 2.7454 -6.8478
C -0.6341 2.2259 -7.8828
C -0.0109 0.8540 -7.6452
C 0.3482 0.4679 -6.2100
C -0.3776 -0.7684 -5.6962
C -1.7755 -0.5807 -5.1519
C -1.8570 -0.3029 -3.6620
C -1.0786 0.9344 -3.2864
S -1.5854 1.5744 -1.6825
C -0.0819 2.1401 -0.8612
C 0.6723 3.0923 -1.7482
C 1.7544 3.7882 -1.0044
F -0.2399 4.0173 -2.2338
B -2.2009 0.0267 -0.6804
C -3.7005 -0.0410 -0.4280
O -1.3440 -0.8855 -0.2955
H -1.1373 2.8982 -5.8851
H -1.9609 3.7100 -7.1586
H -2.4654 2.1155 -6.7568
H 0.1535 2.9510 -8.0228
H -1.1718 2.1830 -8.8146
H -0.6209 0.0817 -8.0805
H 0.9041 0.8385 -8.2100
H 0.2331 1.3054 -5.5424
H 1.3957 0.2194 -6.1826
H 0.2305 -1.2832 -4.9637
H -0.4471 -1.4374 -6.5359
H -2.3310 -1.4922 -5.2976
H -2.3103 0.1885 -5.6883
H -2.8947 -0.1932 -3.3943
H -1.4432 -1.1510 -3.1396
H -0.0192 0.7433 -3.3150
H -1.2866 1.7295 -3.9766
H -0.4027 2.6354 0.0398
H 0.5602 1.3147 -0.5937
H 1.0774 2.5658 -2.5994
H 1.3157 4.3922 -0.2267
H 2.2993 4.4088 -1.6917
H 2.4364 3.0825 -0.5600
H -4.1573 -0.4687 -1.3124
H -3.9420 -0.6736 0.4070
H -4.1359 0.9373 -0.3257
H -0.4164 -0.6335 -0.4149
C 5.3437 -3.3397 3.8140
O 4.1543 -2.9814 3.1431
C 4.3349 -1.8490 2.3180
C 3.1486 -1.6644 1.4077
O 3.2120 -2.4745 0.2491
C 2.8806 -3.8514 0.3806
C 1.3995 -4.1430 0.3460
O 0.7505 -3.9667 1.5940
C -0.6391 -3.9247 1.3642
H 5.7115 -2.5166 4.4384
H 5.1164 -4.1913 4.4503
H 6.1272 -3.6249 3.1034
H 5.2411 -1.9585 1.7089
H 4.4448 -0.9564 2.9429
H 3.1782 -0.6365 1.0371
H 2.2147 -1.8083 1.9583
H 3.3487 -4.2957 1.2607
H 3.3150 -4.3154 -0.5060
H 1.2497 -5.1837 0.0261
H 0.9382 -3.4845 -0.4062
H -0.8671 -3.0372 0.7641
H -1.1580 -3.8609 2.3181
H -0.9746 -4.8228 0.8323
C -3.9273 2.7167 5.1633
O -2.9055 1.7462 5.1001
C -2.3537 1.6339 3.8116
C -1.0877 0.8085 3.8459
O 0.0569 1.5351 4.2495
C 0.1331 1.8053 5.6514
C 0.5294 0.6166 6.4897
O -0.5821 -0.2270 6.7074
C -0.1956 -1.4779 7.2385
H -4.7420 2.4819 4.4679
H -4.3179 2.7133 6.1770
H -3.5379 3.7156 4.9348
H -2.1233 2.6311 3.4086
H -3.0858 1.1441 3.1461
H -0.8780 0.4817 2.8205
H -1.2244 -0.0839 4.4606
H -0.8069 2.2229 6.0149
H 0.9073 2.5672 5.7533
H 0.9185 0.9701 7.4558
H 1.3203 0.0637 5.9779
H 0.4463 -2.0242 6.5367
H -1.1018 -2.0530 7.4114
H 0.3341 -1.3566 8.1909
*
```

Below is a 10-piece molecular cluster, C24H56Cl8N4O8 overall in a non-equilibrium geometry, with properties calculated with ωB97M-V with the def2-TZVPD basis set.

Properties
Calculated total energy ... -148293.377 eV
E_HOMO (alpha / beta) ... -12.077 / -12.077 eV

Geometry as ORCA input:
```
! RIJCOSX wB97M-V def2-TZVPD def2/J DEFGRID3
* xyz 1 2
C -4.1815 2.9293 -1.8105
C -4.1242 4.5316 -1.6039
C -5.5177 5.2288 -1.8078
C -6.6168 4.9093 -0.7523
C -7.8523 5.6422 -1.0911
C -9.1174 4.7568 -0.7411
H -5.0051 2.4945 -1.2441
H -3.2502 2.3831 -1.6607
H -4.5937 2.6333 -2.7751
H -3.7265 4.8450 -0.6386
H -3.3945 4.8643 -2.3420
H -5.8738 4.8296 -2.7575
H -5.3326 6.3028 -1.7914
H -6.8215 3.8387 -0.7565
H -6.2592 5.1764 0.2421
H -7.8903 6.5950 -0.5631
H -7.9365 5.8408 -2.1595
H -9.1928 3.8165 -1.2872
H -9.1586 4.6396 0.3418
H -10.0634 5.2713 -0.9102
C -0.5528 0.9424 0.1124
C 0.2015 -0.1239 -0.8073
C 0.5163 -1.4132 -0.1072
C 1.6059 -1.3381 0.9631
C 2.3908 -2.6568 1.2419
C 3.4673 -2.4765 2.3971
H -1.1400 1.6815 -0.4326
H 0.1881 1.5131 0.6722
H -1.2034 0.4220 0.8153
H -0.4275 -0.2560 -1.6877
H 1.1455 0.1789 -1.2603
H 0.8521 -2.0548 -0.9218
H -0.3469 -1.9387 0.3011
H 2.3746 -0.5884 0.7754
H 1.1193 -1.1362 1.9173
H 1.6476 -3.3825 1.5721
H 2.8056 -3.0003 0.2942
H 4.2217 -1.7871 2.0180
H 3.1821 -1.9145 3.2864
H 3.9455 -3.3841 2.7654
Cl 1.8397 -2.8433 -6.9025
C 2.4045 -3.1262 -5.2641
C 1.6056 -2.2798 -4.3395
Cl -0.0072 -2.8518 -3.8759
H 3.4176 -2.7294 -5.1986
H 2.4800 -4.1777 -4.9871
H 1.5867 -1.2439 -4.6782
H 2.2010 -2.2519 -3.4269
Cl -2.5312 -4.6707 4.3726
C -0.9888 -4.3990 3.5061
C -0.8792 -5.3153 2.2808
Cl -1.2966 -7.0135 2.5368
H -0.1587 -4.6941 4.1479
H -0.9037 -3.3822 3.1228
H 0.0835 -5.3652 1.7721
H -1.6431 -4.9749 1.5817
Cl 1.0834 0.4122 7.3516
C 1.2638 0.1764 5.5907
C -0.0541 -0.3362 4.9644
Cl -0.8300 -1.6969 5.8581
H 2.0614 -0.5436 5.4078
H 1.4800 1.1151 5.0805
H -0.0408 -0.6626 3.9245
H -0.6827 0.5455 5.0899
Cl 0.6498 6.6849 -2.5075
C -0.0900 5.1385 -2.9027
C 0.3561 3.8918 -2.0824
Cl -0.0823 4.1962 -0.3506
H 0.1596 4.9744 -3.9510
H -1.1536 5.2621 -2.6985
H 1.3933 3.6311 -2.2929
H -0.2117 2.9837 -2.2846
C 6.0497 -5.0997 3.1665
N 7.0322 -3.9693 2.8376
O 7.9170 -3.6263 3.6112
O 6.8601 -3.4984 1.7343
H 5.2798 -4.9587 2.4079
H 5.6644 -5.0078 4.1820
H 6.6064 -6.0303 3.0564
C -3.0080 -0.3743 -3.7850
N -2.9083 0.8024 -4.6975
O -3.9733 1.1964 -5.1889
O -1.7776 1.2378 -4.8584
H -3.6462 -1.0488 -4.3559
H -3.4938 0.0033 -2.8853
H -2.0077 -0.7833 -3.6425
C 5.0770 -3.9843 -0.9336
N 4.9849 -5.3271 -0.2261
O 4.0231 -5.5642 0.4906
O 5.8004 -6.1614 -0.4450
H 5.0451 -3.2863 -0.0970
H 4.3123 -3.8665 -1.7013
H 6.0857 -4.1010 -1.3298
C 4.0852 3.5060 2.3611
N 3.6705 2.1192 2.1764
O 4.1886 1.4932 1.2414
O 2.9701 1.6794 3.0383
H 3.7195 3.8072 3.3427
H 3.6722 4.0838 1.5342
H 5.1740 3.4892 2.3136
*
```

Below is C24H58AsF6N6O4 as an isolated structure in a non-equilibrium geometry, with properties calculated with ωB97M-V with the def2-TZVPD basis set.

Properties
Calculated total energy ... -120108.167 eV
E_HOMO ... -6.277 eV

Geometry as ORCA input:
```
! RIJCOSX wB97M-V def2-TZVPD def2/J DEFGRID3
* xyz -1 1
As 0.7559 0.3602 0.2536
F 0.4294 -1.4263 0.4197
F -0.4016 0.4291 -1.1366
F 1.2197 2.0962 0.0145
F 1.9775 0.4010 1.5517
F 2.1516 -0.0115 -0.8044
F -0.5288 0.7026 1.3800
C -2.0508 3.2029 -0.3750
C -3.2302 4.1508 -0.9102
N -3.2763 4.6234 -2.2759
C -1.9446 4.8471 -2.8227
C -1.0616 5.8887 -2.1123
C -4.0385 3.8228 -3.2192
C -4.7816 4.6799 -4.2197
H -1.0147 3.4272 -0.6284
H -2.1438 2.3011 -0.9802
H -2.0456 2.9049 0.6735
H -4.2391 3.7817 -0.7261
H -3.1643 5.0480 -0.2947
H -1.5058 3.8709 -2.6162
H -2.1213 5.0452 -3.8798
H -1.0290 5.8571 -1.0233
H -0.0225 5.7713 -2.4201
H -1.4528 6.8824 -2.3301
H -4.7174 3.1052 -2.7585
H -3.3899 3.2349 -3.8686
H -5.4802 4.0980 -4.8209
H -4.1220 5.3363 -4.7873
H -5.3190 5.4262 -3.6346
C -0.5803 -5.3168 0.9318
C -0.9771 -4.2533 0.0177
N -2.4224 -4.2684 -0.2388
C -3.0286 -2.9957 -0.7974
C -2.6277 -2.8804 -2.3062
C -2.9498 -5.5931 -0.7232
C -4.4474 -5.4455 -0.7070
H 0.4204 -4.9974 1.2230
H -0.5265 -6.2963 0.4566
H -1.0485 -5.3462 1.9156
H -0.7130 -3.3108 0.4973
H -0.4364 -4.4099 -0.9157
H -4.1162 -2.9257 -0.8152
H -2.8530 -2.1359 -0.1508
H -1.5573 -2.9638 -2.4944
H -3.1585 -3.5801 -2.9518
H -3.0225 -1.9090 -2.6040
H -2.5603 -6.3763 -0.0728
H -2.5847 -6.0317 -1.6519
H -4.6838 -4.7503 -1.5126
H -4.7985 -5.0334 0.2391
H -4.9066 -6.4069 -0.9371
C 4.1465 -1.3818 -3.0690
C 3.7798 -2.7073 -2.3743
O 4.2553 -3.7148 -2.8707
N 3.1005 -2.6235 -1.2534
C 2.6303 -3.7889 -0.5034
H 3.8209 -0.4995 -2.5179
H 3.6273 -1.3560 -4.0270
H 5.1979 -1.2617 -3.3302
H 2.6793 -1.7296 -1.0441
H 2.3059 -3.3549 0.4423
H 3.4634 -4.4265 -0.2076
H 1.9648 -4.4053 -1.1079
C 3.9134 3.5414 1.9564
C 2.8968 4.6088 2.2216
O 3.2270 5.5513 2.9511
N 1.7702 4.3522 1.6332
C 0.7074 5.2313 1.5887
H 3.6299 2.6027 2.4324
H 4.7913 3.9491 2.4576
H 4.1156 3.4804 0.8871
H 1.6753 3.4945 1.1085
H 0.7162 5.7449 0.6274
H 0.8592 5.9498 2.3941
H -0.2071 4.6673 1.7729
C -0.2086 -1.0791 4.6560
C -1.5507 -1.7020 4.6554
O -2.3361 -1.2401 5.4197
N -1.8243 -2.6593 3.7594
C -3.1430 -3.3528 3.5978
H -0.2900 -0.1152 4.1537
H 0.5810 -1.5791 4.0952
H -0.0417 -0.9215 5.7216
H -1.1235 -2.9194 3.0802
H -3.8072 -2.4902 3.6503
H -3.3804 -4.0081 4.4358
H -3.4123 -3.7040 2.6016
C 4.7214 -0.6496 2.7251
C 5.2810 0.3306 1.7095
O 5.9585 1.3698 2.0140
N 5.0177 0.0235 0.4454
C 5.4968 0.8027 -0.7147
H 5.2978 -0.6931 3.6492
H 4.7101 -1.6571 2.3092
H 3.6548 -0.4687 2.8582
H 4.4641 -0.7564 0.1208
H 5.7792 0.0248 -1.4240
H 6.3911 1.3942 -0.5187
H 4.8232 1.4957 -1.2190
*
```

Q: Look up the calculated total energy of the third one.
A: -120108.167 eV